No. 1
The following is a DFT calculation (ωB97M-V/def2-TZVPD) of C21H24N4O2 in the gas phase.

Its net charge is 0. The gap between HOMO and LUMO is 8.082 eV. As for the total energy: -32222.7790 eV. As for the multiplicity: 1.

```
51
Properties=species:S:1:pos:R:3:forces:R:3
C 7.8738 1.9147 -0.7196 0.03 0.07 0.02
H 8.8393 1.7265 -0.2357 -0.02 0.02 -0.01
O 7.2606 0.7096 -1.1097 -0.15 -0.06 -0.17
C 7.0863 -0.2275 -0.0703 -0.19 -0.11 0.28
C 5.8852 0.0976 0.8272 0.34 -0.03 -0.12
N 4.6788 0.1605 0.0366 0.36 0.17 -0.21
C 3.6263 -0.6610 0.2396 -0.03 0.39 -0.43
O 3.5648 -1.4290 1.1798 -0.16 -0.33 0.31
C 2.4831 -0.4666 -0.7654 -0.07 -0.25 -0.10
N 1.4875 0.4823 -0.2900 0.02 -0.27 -0.06
C 1.9316 1.7928 0.1098 -0.10 0.12 0.03
H 2.5943 1.7808 0.9884 0.00 0.01 -0.01
H 1.0448 2.3786 0.3483 0.06 0.12 0.00
H 2.4520 2.2626 -0.7243 0.04 0.10 0.01
C 0.6868 -0.2084 0.7101 0.05 0.07 0.26
C -0.7525 0.1509 0.5916 -0.38 0.08 0.03
N -1.4493 1.2322 0.7504 0.64 0.37 0.25
C -2.7429 0.8617 0.4377 -0.35 -0.33 -0.17
C -3.8970 1.6039 0.4318 0.26 -0.20 -0.01
C -5.1016 0.9754 0.0722 0.04 -0.22 -0.05
C -6.3194 1.6948 0.0500 -0.30 0.03 -0.04
C -7.4928 1.0924 -0.2974 0.09 0.33 0.10
C -7.5132 -0.2701 -0.6438 0.09 -0.33 -0.07
C -6.3598 -0.9982 -0.6345 -0.29 -0.01 -0.05
C -5.1241 -0.4099 -0.2802 0.10 0.22 0.07
C -3.9373 -1.1644 -0.2722 0.24 -0.09 0.02
C -2.7774 -0.5293 0.0806 -0.55 0.29 -0.03
N -1.4754 -0.9336 0.1926 0.18 0.24 0.06
C -0.7258 -2.1478 0.0456 -0.03 -0.55 0.00
H -0.8479 -2.5617 -0.9609 0.02 -0.01 0.08
H -1.0656 -2.8974 0.7690 0.02 0.04 -0.11
C 0.7291 -1.7085 0.3192 0.03 -0.07 0.04
H 1.1681 -2.2964 1.1241 -0.07 0.09 -0.07
C 1.6546 -1.7453 -0.9048 0.24 0.11 0.08
H 1.0752 -1.6923 -1.8265 0.01 0.02 -0.03
H 2.2792 -2.6361 -0.9202 -0.02 -0.04 -0.04
H -3.9565 -2.2112 -0.5390 -0.02 -0.11 -0.03
H -6.3709 -2.0463 -0.9001 -0.02 -0.09 -0.03
H -8.4500 -0.7339 -0.9169 -0.04 -0.07 -0.02
H -8.4147 1.6555 -0.3095 -0.04 0.08 0.01
H -6.2984 2.7419 0.3172 -0.02 0.10 0.02
H -3.8843 2.6493 0.6970 0.02 0.14 0.04
H 1.0632 -0.0333 1.7304 -0.04 -0.06 -0.10
H 2.8822 -0.1185 -1.7243 0.02 -0.02 0.06
H 4.7394 0.7104 -0.8070 -0.16 -0.10 0.01
H 5.7471 -0.6885 1.5722 0.06 0.12 -0.02
H 6.0408 1.0525 1.3413 0.01 -0.13 0.05
H 7.9959 -0.3023 0.5411 -0.03 0.00 -0.05
H 6.9134 -1.1835 -0.5716 0.03 0.03 0.13
H 8.0334 2.4843 -1.6330 0.03 0.07 0.08
H 7.2450 2.4986 -0.0387 0.03 0.02 -0.01
```
Positions in Å, forces in eV/Å.



No. 2
The following is a DFT calculation (ωB97M-V/def2-TZVPD) of C21H24N4O2 in the gas phase.

Its net charge is 0. The gap between HOMO and LUMO is 7.930 eV. As for the total energy: -32221.6781 eV. As for the multiplicity: 1.

```
51
Properties=species:S:1:pos:R:3:forces:R:3
C 4.4084 -1.2164 -2.2952 -0.28 0.05 -0.08
H 4.9033 -1.6783 -3.1458 0.08 -0.04 -0.07
H 4.7696 -1.7014 -1.3915 0.05 -0.04 0.10
H 4.6862 -0.1664 -2.2617 0.11 0.12 0.00
C 2.8896 -1.3470 -2.4176 0.36 0.20 0.18
N 2.4715 -2.7321 -2.4853 -0.03 -0.01 -0.24
C 2.2217 -3.5339 -1.4334 0.11 0.27 0.29
O 2.0156 -4.7271 -1.5510 -0.12 -0.37 0.13
C 2.1831 -2.8964 -0.0310 0.15 -0.53 0.00
N 1.1431 -1.9148 0.1149 0.12 0.31 0.16
C 1.3077 -0.6550 0.5742 -0.34 0.38 0.18
C 0.1055 0.0342 0.5955 0.31 -0.46 -0.16
C 0.0508 1.3757 1.0634 -0.25 0.48 0.31
C -0.9711 2.1818 1.4492 1.40 -0.05 -0.27
C -2.3255 1.8464 1.5434 -0.89 -0.42 0.06
N -3.4552 1.6736 1.6881 -0.07 0.02 0.00
C -0.5965 3.5667 1.8881 -0.13 0.18 0.05
O 0.5555 3.9602 1.8574 0.21 0.04 0.00
N -1.6301 4.3286 2.3095 -0.30 -0.09 0.02
C -1.4645 5.6669 2.7679 0.16 0.21 0.05
C -2.5408 6.6740 2.5002 0.04 0.08 -0.13
C -2.3129 6.1683 3.8966 0.09 -0.02 0.14
H -1.8643 6.8295 4.6210 0.07 0.06 0.03
H -3.0459 5.4951 4.3150 -0.06 -0.11 -0.03
H -2.2497 7.6845 2.2605 0.06 0.08 -0.01
H -3.4269 6.3402 1.9816 -0.06 -0.11 -0.03
H -0.4263 5.9654 2.7072 -0.12 0.07 0.04
H -2.5640 3.9449 2.3214 0.12 -0.07 -0.04
H 1.0241 1.8506 1.1624 -0.08 0.11 0.05
C -0.8754 -0.8868 0.0757 0.20 -0.36 -0.09
C -2.2321 -0.8071 -0.2303 -0.07 -0.03 -0.06
C -2.8614 -1.9165 -0.7530 -0.13 0.11 -0.01
C -2.1723 -3.1069 -0.9849 0.08 -0.04 0.01
C -0.8238 -3.2116 -0.7179 0.04 -0.16 -0.04
C -0.1853 -2.0916 -0.2020 -0.67 0.25 -0.02
H -0.2874 -4.1278 -0.9048 0.07 -0.12 -0.03
H -2.7025 -3.9578 -1.3853 -0.02 -0.08 -0.03
H -3.9141 -1.8648 -0.9866 -0.09 0.02 -0.01
H -2.7864 0.0996 -0.0625 -0.08 0.01 -0.01
H 2.2701 -0.3060 0.9028 0.19 0.04 0.00
H 2.0129 -3.7263 0.6655 0.10 0.13 -0.17
H 3.1434 -2.4333 0.2063 -0.10 0.02 0.01
C 2.4066 -3.3233 -3.8138 -0.21 -0.27 -0.17
C 1.0390 -3.0931 -4.4489 0.23 -0.04 0.09
H 1.0102 -3.5417 -5.4378 -0.06 -0.02 -0.14
H 0.2654 -3.5479 -3.8355 -0.09 -0.04 0.05
H 0.8247 -2.0304 -4.5422 -0.05 0.10 -0.03
H 2.5861 -4.3949 -3.7071 0.08 0.18 -0.08
H 3.1963 -2.8892 -4.4307 0.03 -0.02 0.06
H 2.4034 -0.8378 -1.5868 -0.02 -0.02 -0.17
H 2.5570 -0.8573 -3.3360 -0.08 0.00 0.11
```
Positions in Å, forces in eV/Å.